C17H58N6O12 | wB97M-V/def2-TZVPD

XYZ file:
```
93
Properties=species:S:1:pos:R:3:lowdin_charge:R:1
N -0.0525 1.4713 -0.0586 0.135
C 0.1030 0.1593 -0.1330 -0.590
N -0.4742 -0.4296 -1.1141 0.203
O 0.7585 -0.5211 0.8189 -0.073
H 0.5051 2.0423 0.6740 0.099
H -0.7407 1.9075 -0.7469 0.038
H -0.4345 -1.3999 -1.1705 0.043
H -1.1698 -0.0211 -1.8066 0.081
N -1.7659 2.5331 -1.6681 0.138
C -2.6127 1.5653 -1.9247 -0.598
N -2.1768 0.7325 -2.8349 0.152
O -3.8233 1.4310 -1.3105 -0.039
H -2.2032 3.1974 -1.0109 0.167
H -0.9933 2.8995 -2.2588 0.128
H -2.8804 0.0674 -3.1547 0.087
H -1.5299 1.1236 -3.5191 0.148
N -2.0805 1.3953 1.5999 0.137
C -2.4756 2.3315 2.4401 -0.615
N -1.5555 3.1814 2.8623 0.176
O -3.7946 2.3664 2.7505 -0.104
H -2.8425 0.8820 1.1172 0.135
H -1.1631 1.4027 1.1087 0.043
H -1.9065 3.9607 3.4156 0.124
H -0.5719 3.2356 2.5189 0.057
C -3.1479 -2.3196 -3.9542 -0.094
C -4.4671 -1.8037 -4.3581 -0.337
O -4.6594 -0.5245 -3.8160 -0.065
H -2.3760 -1.8812 -4.5633 0.060
H -3.1912 -3.4221 -4.0521 0.104
H -2.9295 -2.0257 -2.9118 0.073
H -5.2443 -2.4619 -3.9587 0.118
H -4.5623 -1.8254 -5.4466 0.120
H -5.4155 -0.1129 -4.2009 0.089
C 1.2929 4.2444 -1.6429 -0.071
C 2.7028 3.7254 -1.2747 -0.280
O 3.2605 4.8160 -0.5341 -0.099
H 0.6725 4.5454 -0.7659 0.064
H 0.7808 3.3618 -2.1199 0.050
H 1.2690 5.0137 -2.4174 0.078
H 3.3471 3.4082 -2.1308 0.129
H 2.6377 2.8941 -0.6157 0.066
H 4.0413 4.5444 -0.0221 0.095
C 2.9443 -3.2174 1.8893 -0.060
C 2.3962 -2.5343 3.0622 -0.359
O 3.1120 -2.5031 4.2651 -0.055
H 3.4618 -4.0756 2.2266 0.064
H 3.7194 -2.6407 1.2974 0.085
H 2.1342 -3.3954 1.1649 0.069
H 1.4603 -2.9163 3.3664 0.094
H 2.2294 -1.5355 2.7307 0.086
H 2.4449 -2.3783 4.9461 0.065
C 3.4506 -1.2061 -1.1104 -0.094
C 3.5640 0.2402 -0.8113 -0.339
O 3.1649 0.4549 0.5248 -0.094
H 4.3251 -1.7289 -0.6969 0.079
H 3.6183 -1.2809 -2.2234 0.094
H 2.5251 -1.7100 -0.8652 0.043
H 2.9262 0.8238 -1.4351 0.068
H 4.5660 0.5667 -1.0275 0.113
H 2.2844 0.0452 0.5783 -0.002
C -1.9049 -3.4577 2.7744 -0.070
C -1.5330 -2.0891 2.3732 -0.399
O -2.2724 -1.1427 3.0247 -0.038
H -1.3804 -3.7714 3.6616 0.071
H -1.6870 -4.2306 1.9846 0.090
H -2.9725 -3.4738 2.8691 0.075
H -1.6645 -2.0444 1.3334 0.083
H -0.4568 -1.9644 2.5501 0.085
H -2.3175 -0.3065 2.5610 0.034
C 0.2178 -3.4436 -0.8481 -0.195
O -0.9202 -3.3081 -1.6178 -0.096
H 0.2643 -2.7791 0.0138 0.059
H 1.1811 -3.4100 -1.3704 0.089
H 0.3227 -4.4362 -0.5151 0.071
H -1.6624 -3.2194 -1.0499 0.069
C 0.3165 -0.2050 4.7620 -0.158
O 0.4813 0.3788 3.5222 -0.100
H -0.3380 -1.0523 4.6620 0.067
H -0.0208 0.4592 5.6039 0.098
H 1.2690 -0.6248 5.1361 0.071
H -0.2815 0.2473 3.0095 0.006
C 0.8492 -1.1090 -4.1082 -0.111
O 1.2426 0.0155 -3.3059 -0.139
H 0.8979 -1.9249 -3.3999 0.071
H 1.6049 -1.2107 -4.8134 0.058
H -0.1269 -1.0033 -4.6185 0.072
H 0.7809 -0.1560 -2.4992 -0.014
C 1.1676 4.1342 2.0345 -0.074
O 1.0736 2.6723 1.9800 -0.168
H 2.2178 4.2901 1.9119 0.079
H 0.8101 4.6173 2.9421 0.092
H 0.6564 4.6106 1.2046 0.073
H 1.7270 2.2393 2.5398 0.114
```

The value obtained for the relative energy (zero: lowest compared OMol25 entry of this formula, charge and spin) is 1.378 eV. As for the HOMO-LUMO gap: 8.75 eV. The spin multiplicity is 1. The LUMO energy is -0.00261 Eh. As for the charge: 0. As for the total energy: -1913.7457 Eh.

***

C9H14O | wB97M-V/def2-TZVPD

XYZ file:
```
24
Properties=species:S:1:pos:R:3:lowdin_charge:R:1
C -0.8356 0.5484 -2.9413 -0.076
C -0.0626 1.1537 -1.8533 -0.306
C 0.6363 0.2302 -0.9763 -0.033
C 1.3775 0.6322 0.1865 -0.056
C 1.3053 2.0359 0.5262 -0.067
C 0.4758 2.8071 -0.2795 -0.090
C -0.1192 2.4115 -1.4749 -0.082
H -1.0275 1.2746 -3.7389 0.083
H -1.8849 0.1672 -2.8750 0.094
H -0.4743 -0.4415 -3.2319 0.076
H 0.7696 -0.7798 -1.2991 0.090
H 1.9234 -0.1108 0.7843 0.085
H 1.8264 2.3136 1.3688 0.068
H 0.3734 3.8075 0.1195 0.099
H -0.7167 3.1972 -1.9649 0.128
C 0.4415 -2.4176 2.0950 -0.089
C -0.8409 -1.5938 2.0572 -0.285
O -1.9109 -2.5607 2.1804 -0.096
H 1.1843 -1.6966 1.8446 0.030
H 0.4323 -3.2647 1.3670 0.099
H 0.6938 -2.8094 3.0070 0.039
H -0.9158 -0.7372 2.7367 0.120
H -0.7448 -1.1522 1.0398 0.089
H -1.9066 -3.0148 1.3221 0.081
```

The value obtained for the relative energy (zero: lowest compared OMol25 entry of this formula, charge and spin) is 1.954 eV. As for the HOMO-LUMO gap: 9.78 eV. The spin multiplicity is 1. The LUMO energy is 0.02863 Eh. As for the charge: 0. As for the total energy: -426.5010 Eh.

***

C5H6F2 | wB97M-V/def2-TZVPD

XYZ file:
```
13
Properties=species:S:1:pos:R:3:lowdin_charge:R:1
C -1.0156 -1.3364 -2.4663 0.038
C -0.6188 -0.7821 -1.2512 -0.241
C -0.6230 0.3956 -0.7041 -0.111
C 0.0871 0.7092 0.3589 -0.112
F -0.0461 2.1038 0.8819 -0.066
C 0.6979 0.1073 1.5596 -0.069
F 1.1424 -1.2254 1.1709 -0.084
H -0.4950 -2.3866 -2.5783 0.084
H -1.4109 -0.7944 -3.4364 0.091
H 0.0318 -1.3690 -0.6306 0.095
H -1.0022 1.3182 -1.1064 0.141
H 0.2258 0.1354 2.4743 0.105
H 1.6178 0.6293 1.8198 0.129
```

The value obtained for the relative energy (zero: lowest compared OMol25 entry of this formula, charge and spin) is 2.335 eV. As for the HOMO-LUMO gap: 8.93 eV. The spin multiplicity is 1. The LUMO energy is 0.00402 Eh. As for the charge: 0. As for the total energy: -393.7160 Eh.